#1
{
  "formula": "C29H45AsN5O3RbS3",
  "method": "the ωB97M-V functional and the def2-TZVPD basis",
  "orbital_gap_ev": 6.61,
  "elements": ["Rb", "C", "C", "N", "C", "C", "S", "C", "C", "N", "H", "H", "H", "H", "H", "H", "H", "H", "H", "H", "H", "H", "H", "H", "S", "C", "C", "C", "C", "C", "N", "H", "H", "H", "H", "O", "C", "N", "C", "O", "C", "C", "C", "C", "N", "C", "H", "H", "H", "H", "H", "H", "H", "H", "C", "As", "C", "C", "C", "C", "C", "C", "C", "C", "H", "H", "H", "H", "H", "H", "H", "H", "H", "H", "H", "H", "H", "C", "S", "C", "O", "H", "H", "H", "H", "H", "H"],
  "coordinates": [[-0.24181, -0.03803, -0.18808], [1.83254, 2.91329, -1.97849], [2.79707, 1.80460, -1.52118], [2.41972, 1.29917, -0.21329], [2.89802, 2.00225, 0.95456], [2.11300, 3.27852, 1.29454], [0.28985, 3.11655, 1.29436], [-0.21057, 4.23339, -0.05644], [-0.49018, 3.52557, -1.38821], [0.48506, 2.49577, -1.65671], [2.05289, 3.84322, -1.45266], [1.98413, 3.11477, -3.04724], [2.71082, 0.97707, -2.22743], [3.83241, 2.17556, -1.54732], [2.62442, 0.31370, -0.14597], [2.81512, 1.31702, 1.80115], [3.95829, 2.29468, 0.87051], [2.39397, 3.60198, 2.29722], [2.35738, 4.08571, 0.60677], [-1.11610, 4.72931, 0.29179], [0.56503, 4.99299, -0.14942], [-1.47093, 3.05117, -1.32708], [-0.55106, 4.29626, -2.17415], [0.15454, 1.82091, -2.33234], [1.23550, -2.89927, 0.00956], [-0.30521, -3.64084, 0.16889], [-0.44374, -5.02868, -0.06389], [-1.68842, -5.61117, -0.02493], [-2.80128, -4.81372, 0.25631], [-2.58138, -3.47141, 0.48737], [-1.38424, -2.87976, 0.45362], [0.44670, -5.60222, -0.28020], [-1.80692, -6.67123, -0.21529], [-3.80031, -5.22612, 0.29633], [-3.41932, -2.81581, 0.71699], [-8.49777, 2.38635, 0.57821], [-7.91851, 1.93007, -0.63732], [-7.08385, 2.95033, -1.18258], [-5.74744, 3.15974, -0.96196], [-5.16765, 4.09153, -1.48312], [-5.00929, 2.17491, -0.10772], [-5.35346, 1.90870, 1.21323], [-4.55694, 1.04290, 1.94578], [-3.44357, 0.48369, 1.33841], [-3.09508, 0.74973, 0.08091], [-3.86208, 1.57671, -0.61758], [-9.12431, 1.72977, 0.90229], [-8.70205, 1.70792, -1.36524], [-7.32084, 1.03181, -0.47164], [-7.54254, 3.70741, -1.66651], [-6.22293, 2.37809, 1.65341], [-4.79240, 0.81437, 2.97639], [-2.79599, -0.20651, 1.87301], [-3.55490, 1.78440, -1.63786], [-1.00424, -1.93220, 4.24550], [0.03337, -1.00832, 2.85479], [1.71252, -1.92610, 3.24324], [0.33507, 0.69374, 3.88722], [1.02126, 0.56172, 5.20168], [0.29935, 0.39660, 6.38393], [0.94585, 0.25616, 7.60288], [2.33111, 0.27822, 7.66630], [3.06333, 0.44416, 6.49927], [2.41483, 0.58357, 5.28309], [-0.46255, -1.92621, 5.19172], [-1.16597, -2.96345, 3.93198], [-1.97605, -1.45634, 4.38546], [1.96621, -1.87450, 4.30247], [2.52148, -1.50837, 2.64451], [1.59399, -2.96391, 2.93819], [-0.65816, 1.13271, 4.00080], [0.89783, 1.34803, 3.22366], [-0.78404, 0.38918, 6.34358], [0.36604, 0.13303, 8.50932], [2.83469, 0.17402, 8.61868], [4.14556, 0.46244, 6.53800], [2.99376, 0.71445, 4.37524], [1.30623, -2.74546, -3.38336], [-0.13272, -2.00563, -2.57271], [-1.24548, -2.24493, -4.00378], [0.14322, -0.53903, -2.57976], [1.06415, -3.76336, -3.68684], [2.10513, -2.75962, -2.64729], [1.56022, -2.12250, -4.24031], [-1.42855, -3.31146, -4.13456], [-0.79906, -1.80754, -4.89583], [-2.17695, -1.73656, -3.75979]]
}



#2
{
  "formula": "C29H45AsN5O3RbS3",
  "method": "the ωB97M-V functional and the def2-TZVPD basis",
  "orbital_gap_ev": 6.12,
  "elements": ["Rb", "C", "C", "N", "C", "C", "S", "C", "C", "N", "H", "H", "H", "H", "H", "H", "H", "H", "H", "H", "H", "H", "H", "H", "S", "C", "C", "C", "C", "C", "N", "H", "H", "H", "H", "O", "C", "N", "C", "O", "C", "C", "C", "C", "N", "C", "H", "H", "H", "H", "H", "H", "H", "H", "C", "As", "C", "C", "C", "C", "C", "C", "C", "C", "H", "H", "H", "H", "H", "H", "H", "H", "H", "H", "H", "H", "H", "C", "S", "C", "O", "H", "H", "H", "H", "H", "H"],
  "coordinates": [[0.53767, -0.67635, -0.95968], [4.31740, -2.04110, -0.82117], [4.18056, -0.90511, 0.20248], [2.95742, -0.99141, 0.99095], [2.94232, -1.89567, 2.12079], [2.82699, -3.38239, 1.77093], [1.49429, -3.80861, 0.59489], [2.44112, -4.48795, -0.81079], [2.71547, -3.52904, -1.97849], [3.08688, -2.19848, -1.56103], [4.55330, -2.97563, -0.31200], [5.18521, -1.81790, -1.45848], [4.12710, 0.03351, -0.35444], [5.08592, -0.87729, 0.83038], [2.68626, -0.07167, 1.31319], [2.07184, -1.62490, 2.72202], [3.83231, -1.78422, 2.76533], [2.62973, -3.93509, 2.69023], [3.75287, -3.77240, 1.35653], [1.86800, -5.33782, -1.18133], [3.36290, -4.88868, -0.38936], [1.80949, -3.42732, -2.57897], [3.47053, -4.02510, -2.61291], [3.00821, -1.55538, -2.34727], [1.90412, -0.31552, -4.12551], [0.48276, -1.22243, -4.48318], [-0.05722, -1.23543, -5.79543], [-1.20380, -1.93236, -6.07161], [-1.83956, -2.64270, -5.04782], [-1.25588, -2.59812, -3.80216], [-0.14110, -1.92151, -3.50540], [0.46446, -0.67658, -6.55954], [-1.61500, -1.93845, -7.07435], [-2.74108, -3.21274, -5.22562], [-1.70296, -3.14847, -2.97540], [-3.41347, -2.30786, 6.07701], [-2.71615, -3.13713, 5.15927], [-3.39433, -3.11869, 3.90289], [-3.22281, -2.20416, 2.90843], [-3.90916, -2.21005, 1.90424], [-2.15819, -1.16350, 3.10902], [-2.31802, -0.12437, 4.01601], [-1.36844, 0.88374, 4.03613], [-0.29805, 0.80681, 3.15906], [-0.11837, -0.20127, 2.30492], [-1.03625, -1.16347, 2.28576], [-3.04042, -2.42566, 6.95754], [-2.68903, -4.16926, 5.51564], [-1.69161, -2.78641, 5.01685], [-4.19236, -3.72542, 3.78761], [-3.17116, -0.10275, 4.68145], [-1.46012, 1.72160, 4.71334], [0.45507, 1.58571, 3.13843], [-0.88115, -1.98545, 1.59236], [2.99265, 4.04042, -1.12557], [1.82870, 2.47241, -0.98436], [0.68324, 2.88168, -2.50425], [0.64342, 3.10107, 0.50694], [-0.05175, 4.39906, 0.26891], [0.52514, 5.60674, 0.65833], [-0.10661, 6.81540, 0.40248], [-1.33144, 6.83614, -0.24758], [-1.91922, 5.63879, -0.63577], [-1.28684, 4.43273, -0.38006], [2.39896, 4.94943, -1.22265], [3.61266, 3.92412, -2.01422], [3.64629, 4.12032, -0.25688], [0.42408, 3.94056, -2.52820], [-0.22369, 2.28016, -2.43211], [1.20519, 2.60009, -3.41594], [1.27954, 3.15273, 1.39381], [-0.07466, 2.29246, 0.64641], [1.48071, 5.59353, 1.17109], [0.35859, 7.74260, 0.71289], [-1.82453, 7.77799, -0.45036], [-2.87441, 5.64849, -1.14620], [-1.73658, 3.49780, -0.69460], [-3.95066, -0.38693, -1.66615], [-2.67493, -0.09803, -0.43289], [-3.70886, 0.82745, 0.71027], [-1.70648, 0.88992, -1.00461], [-4.71318, -1.03104, -1.23065], [-3.47557, -0.88256, -2.51198], [-4.36477, 0.57369, -1.97033], [-4.47144, 0.15867, 1.10440], [-4.13412, 1.67451, 0.17319], [-3.06393, 1.17750, 1.51492]]
}



Which structure loses on stability? #1 does.



#1
{
  "formula": "CH2O2S3",
  "method": "the ωB97M-V functional and the def2-TZVPD basis",
  "orbital_gap_ev": [7.06, 7.06],
  "elements": ["O", "S", "O", "S", "C", "S", "H", "H"],
  "coordinates": [[0.84411, -1.45288, 0.73609], [-0.24400, -0.63717, 0.27498], [-0.45833, 0.77899, 0.96118], [-1.92308, -1.51014, 1.09943], [0.77591, 0.50467, -1.33560], [2.29483, 0.31259, -1.49126], [-1.29533, 0.74332, 1.42247], [0.00588, 1.26061, -1.66729]]
}



#2
{
  "formula": "CH2O2S3",
  "method": "the ωB97M-V functional and the def2-TZVPD basis",
  "orbital_gap_ev": 6.65,
  "elements": ["C", "O", "O", "S", "S", "S", "H", "H"],
  "coordinates": [[-1.27135, 0.41104, 0.13193], [1.68354, 0.74675, 0.63960], [2.71457, -0.91502, -0.72209], [-2.57413, 1.29573, -0.11274], [-0.95307, -1.22157, -0.10596], [2.93907, 0.20057, 0.14268], [-0.27733, 0.99380, 0.42967], [-2.26131, -1.51130, -0.40309]]
}



Which structure loses on stability? #1 does.



#1
{
  "formula": "C9H13NO",
  "method": "the ωB97M-V functional and the def2-TZVPD basis",
  "orbital_gap_ev": 9.80,
  "elements": ["C", "N", "C", "C", "O", "H", "H", "H", "H", "H", "H", "H", "C", "C", "C", "C", "C", "C", "H", "H", "H", "H", "H", "H"],
  "coordinates": [[1.43155, -1.02946, 0.88842], [0.19406, -1.49926, 0.24973], [0.14849, -2.80474, -0.07707], [-1.17257, -2.86557, -0.99060], [1.00231, -3.63227, -0.08952], [2.14036, -1.87344, 1.30220], [2.05141, -0.35748, 0.26202], [1.25649, -0.49653, 1.77618], [-0.60810, -0.79309, -0.00208], [-1.46731, -1.74368, -0.87640], [-1.97086, -3.53784, -0.62531], [-1.05726, -3.07962, -2.15947], [0.74809, 2.06747, 1.04405], [-0.23717, 1.02404, 1.04289], [-1.30316, 1.02804, 0.06175], [-1.07387, 2.01783, -0.93881], [-0.15476, 3.02906, -0.94557], [0.87667, 2.87078, 0.01426], [1.74663, 1.94994, 1.57394], [-0.30359, 0.28670, 1.97616], [-2.02239, 0.10096, -0.04927], [-1.82030, 1.91717, -1.75064], [-0.21576, 3.83256, -1.64667], [1.81103, 3.58842, -0.04017]]
}



#2
{
  "formula": "C9H13NO",
  "method": "the ωB97M-V functional and the def2-TZVPD basis",
  "orbital_gap_ev": 9.78,
  "elements": ["C", "N", "C", "C", "O", "H", "H", "H", "H", "H", "H", "H", "C", "C", "C", "C", "C", "C", "H", "H", "H", "H", "H", "H"],
  "coordinates": [[-1.86934, -1.27166, -0.66058], [-1.39248, -0.37862, 0.42085], [-1.82479, -0.29648, 1.82452], [-0.97864, 0.81840, 2.50813], [-2.79583, -0.93701, 2.30330], [-3.14939, -1.28527, -0.63372], [-1.24996, -0.78403, -1.72022], [-1.49583, -2.29017, -0.49002], [-0.73152, 0.30027, 0.11314], [-0.40757, 1.26710, 1.58898], [-0.39061, 0.56431, 3.47610], [-1.62947, 1.68918, 2.75031], [1.64434, -1.13575, -1.50306], [2.05304, -0.81866, -0.22526], [2.10957, 0.47600, 0.28119], [1.35956, 1.49482, -0.39659], [0.97425, 1.28663, -1.68641], [1.02604, -0.00718, -2.23023], [1.35812, -2.10779, -1.83066], [2.45422, -1.67954, 0.36948], [2.49007, 0.54955, 1.27929], [1.28916, 2.52285, -0.01235], [0.41342, 2.12015, -2.13351], [0.74363, -0.09708, -3.39267]]
}



#3
{
  "formula": "C9H13NO",
  "method": "the ωB97M-V functional and the def2-TZVPD basis",
  "orbital_gap_ev": 8.76,
  "elements": ["C", "N", "C", "C", "O", "H", "H", "H", "H", "H", "H", "H", "C", "C", "C", "C", "C", "C", "H", "H", "H", "H", "H", "H"],
  "coordinates": [[0.54739, 2.64684, -2.61052], [0.79240, 1.95756, -1.23694], [0.03307, 1.28087, -0.31103], [0.68474, 0.61460, 0.89172], [-1.14638, 0.97538, -0.56955], [-0.45267, 2.17384, -2.85967], [0.61010, 3.83035, -2.73740], [1.49997, 2.14457, -3.25198], [1.74439, 2.11864, -0.79824], [1.63229, 0.89865, 1.11712], [0.42990, -0.52788, 0.89601], [0.29867, 0.98082, 1.81771], [0.38955, -2.58778, 0.69948], [-0.11342, -1.98033, -0.43284], [-1.06517, -0.99739, -0.33339], [-1.55201, -0.63211, 0.91706], [-1.00746, -1.17072, 2.07284], [-0.04279, -2.15232, 1.95994], [1.17152, -3.35814, 0.60626], [0.18663, -2.36359, -1.42897], [-1.44092, -0.55991, -1.26639], [-2.27586, 0.19596, 1.02555], [-1.34909, -0.80847, 3.02358], [0.42516, -2.67945, 2.80965]]
}



Which structure loses on stability? #3 does.



#1
{
  "formula": "C9H13NO",
  "method": "the ωB97M-V functional and the def2-TZVPD basis",
  "orbital_gap_ev": 10.21,
  "elements": ["C", "C", "C", "C", "C", "C", "C", "C", "C", "N", "O", "H", "H", "H", "H", "H", "H", "H", "H", "H", "H", "H", "H", "H"],
  "coordinates": [[1.76601, 1.50373, -0.85951], [0.47311, 1.23705, -1.06488], [1.32940, 0.56891, 1.43173], [0.79100, -2.42200, -0.01993], [0.02804, -1.52649, -0.61782], [2.37736, 0.83138, 0.35196], [-0.33419, 0.29067, -0.13552], [-2.61536, -0.60619, 0.29685], [-1.79412, 0.46958, -0.44361], [0.13200, 0.27990, 1.19514], [-2.26474, 1.65373, 0.18233], [2.49947, 2.15625, -1.39319], [0.00794, 1.61786, -1.94685], [1.58420, 0.49867, 2.54083], [1.08791, -3.39882, -0.45960], [0.97869, -2.21153, 0.98139], [-0.18132, -1.78814, -1.58220], [2.59055, -0.30668, 0.19615], [3.24253, 1.38371, 0.56281], [-2.17237, -0.84628, 1.31520], [-2.63511, -1.50926, -0.14011], [-3.51565, -0.29216, 0.60731], [-1.89670, 0.35914, -1.47420], [-1.47868, 2.05699, 0.47572]]
}



#2
{
  "formula": "C9H13NO",
  "method": "the ωB97M-V functional and the def2-TZVPD basis",
  "orbital_gap_ev": 9.99,
  "elements": ["C", "N", "C", "C", "O", "H", "H", "H", "H", "H", "H", "H", "C", "C", "C", "C", "C", "C", "H", "H", "H", "H", "H", "H"],
  "coordinates": [[-4.26736, 0.70678, -0.42159], [-3.07387, -0.01676, -0.83239], [-2.10524, -0.30931, 0.07860], [-0.89345, -1.08523, -0.26978], [-2.15374, 0.06622, 1.23698], [-4.34580, 0.88530, 0.65031], [-4.39678, 1.61617, -1.00113], [-5.09718, 0.10422, -0.63898], [-2.99577, -0.46006, -1.78160], [-0.89524, -1.58253, -1.32839], [-0.95461, -2.00404, 0.28710], [0.10062, -0.57123, -0.13269], [1.50635, -0.19413, 1.09034], [1.64247, 1.12035, 0.66519], [2.73050, 1.48196, -0.25025], [3.40666, 0.52098, -0.85217], [3.12227, -0.86133, -0.50206], [2.08607, -1.30438, 0.39597], [0.62330, -0.21913, 1.83271], [1.03772, 1.78015, 1.29642], [3.01770, 2.62949, -0.52834], [4.27841, 0.76492, -1.52652], [3.62487, -1.52628, -1.16404], [1.38012, -2.28355, 0.36062]]
}



#3
{
  "formula": "C9H13NO",
  "method": "the ωB97M-V functional and the def2-TZVPD basis",
  "orbital_gap_ev": 8.11,
  "elements": ["C", "C", "C", "C", "C", "C", "C", "C", "C", "N", "O", "H", "H", "H", "H", "H", "H", "H", "H", "H", "H", "H", "H", "H"],
  "coordinates": [[0.08019, -1.16471, -0.36484], [-0.93479, 1.32325, 1.06200], [0.32837, 1.99216, -0.85868], [-0.43390, -1.58086, -1.50620], [-0.52390, 0.69955, 2.38464], [0.99792, 0.99276, 2.50067], [1.44518, 1.94795, 1.43187], [0.88225, -2.17947, -2.07885], [-1.69045, -1.78585, -2.26674], [0.27959, 1.86438, 0.42633], [-1.96612, 1.24404, 0.50427], [-0.57873, 1.67835, -1.21347], [-1.12407, 1.25782, 3.10810], [-0.77749, -0.29207, 2.31479], [1.27820, 1.40979, 3.48584], [1.65874, 0.10450, 2.44369], [1.36659, 2.99421, 1.67708], [2.38701, 1.78646, 0.94334], [0.86850, -1.94152, -3.19301], [1.69683, -1.60155, -1.49020], [1.06253, -3.31679, -1.92719], [-1.79019, -1.01571, -3.06639], [-2.64146, -1.63230, -1.56688], [-1.87081, -2.78440, -2.75017]]
}



Which structure loses on stability? #3 does.